# 1
C7H8N2O | the ωB97M-V functional and the def2-TZVPD basis

Output
spin multiplicity: 1
energy relative to the best compared isomer or geometry (same formula, charge and spin): 51.8 kcal/mol
SMILES: C=C[C@@H](C#N)C(=C)C(N)=O
E_HOMO: -9.95 eV

Positions of all 18 atoms, in Å:
1 O -0.369 -2.110 -1.228
2 N -1.944 -0.550 -1.503
3 N 1.890 0.739 2.641
4 C 1.587 2.018 -0.719
5 C -1.018 -1.141 -0.818
6 C 1.537 0.376 1.607
7 C 0.952 -0.151 0.376
8 C -0.595 -0.648 0.605
9 C 1.023 0.821 -0.845
10 C -1.108 -0.867 1.760
11 H -0.730 -0.641 2.708
12 H -2.692 -0.174 -0.966
13 H 1.745 2.743 -1.534
14 H 2.031 2.418 0.187
15 H -2.092 -1.365 1.749
16 H 1.430 -1.157 0.315
17 H -2.238 -0.937 -2.449
18 H 0.592 0.625 -1.885

These are the Löwdin partial charges, in e, on atoms 1 to 8: atom 1 (O): 0.05, atom 2 (N): 0.18, atom 3 (N): 0.17, atom 4 (C): 0.00, atom 5 (C): -0.56, atom 6 (C): -0.23, atom 7 (C): -0.22, atom 8 (C): -0.16

***

# 2
C7H8N2O2 | the ωB97M-V functional and the def2-TZVPD basis

Output
spin multiplicity: 1
energy relative to the best compared isomer or geometry (same formula, charge and spin): 211.9 kcal/mol
SMILES: [H]/N=C(\NO)c1ccccc1O
E_HOMO: -8.21 eV

Positions of all 19 atoms, in Å:
1 O 1.960 -1.713 -0.726
2 O 1.904 0.773 -0.681
3 N 0.816 -1.897 -1.464
4 N -1.636 -1.983 -0.976
5 C -0.361 -1.378 -1.078
6 C -0.683 2.055 1.640
7 C -1.440 -0.058 0.595
8 C 0.681 1.736 0.992
9 C -1.769 1.300 1.094
10 C 0.863 0.722 0.092
11 C -0.259 -0.193 -0.207
12 H 1.849 2.191 1.363
13 H 0.567 -2.738 -2.254
14 H -0.519 2.826 2.499
15 H -2.937 1.567 1.568
16 H 2.785 1.329 -0.142
17 H 2.370 -0.842 -1.358
18 H -2.262 -0.732 0.337
19 H -1.926 -2.966 -1.294

These are the Löwdin partial charges, in e, on atoms 1 to 8: atom 1 (O): -0.08, atom 2 (O): -0.04, atom 3 (N): -0.11, atom 4 (N): 0.03, atom 5 (C): -0.35, atom 6 (C): -0.08, atom 7 (C): -0.02, atom 8 (C): -0.05

***

# 3
C7H8N2O4S | the ωB97M-V functional and the def2-TZVPD basis

Output
spin multiplicity: 1
energy relative to the best compared isomer or geometry (same formula, charge and spin): 128.7 kcal/mol
E_HOMO (spin up / spin down): -8.48 / -8.55 eV

Positions of all 22 atoms, in Å:
1 S -0.011 0.009 -2.243
2 O 2.222 -0.078 3.643
3 O 3.269 0.296 1.801
4 O -0.281 3.181 -2.642
5 O 1.481 0.563 -2.540
6 N 0.224 2.524 -1.646
7 N 2.284 -0.032 2.419
8 C 1.108 -0.285 1.604
9 C 0.046 -0.990 2.180
10 C -2.296 -1.187 -0.787
11 C -1.037 -1.108 0.010
12 C 1.205 -0.098 0.254
13 C 0.125 -0.549 -0.562
14 C -1.030 -1.342 1.360
15 H -2.768 -0.203 -0.766
16 H -2.053 -1.518 -1.863
17 H -1.036 3.742 -2.433
18 H 0.091 -1.141 3.149
19 H 1.144 1.567 -2.244
20 H -1.813 -1.822 1.917
21 H -2.947 -1.739 -0.308
22 H 2.074 0.208 -0.302

These are the Löwdin partial charges, in e, on atoms 1 to 8: atom 1 (S): 0.97, atom 2 (O): 0.08, atom 3 (O): 0.09, atom 4 (O): -0.04, atom 5 (O): -0.51, atom 6 (N): 0.04, atom 7 (N): -0.35, atom 8 (C): -0.14

***

# 4
C7H8N2O5Pr | the ωB97M-V functional and the def2-TZVPD basis

Output
spin multiplicity: 3
energy relative to the best compared isomer or geometry (same formula, charge and spin): 0.0 kcal/mol
net charge: +3
E_HOMO (spin up / spin down): -21.27 / -21.27 eV

Positions of all 23 atoms, in Å:
1 Pr 0.001 -0.378 0.071
2 O 3.820 0.121 0.046
3 O -0.007 3.122 -1.463
4 O -0.002 2.215 2.618
5 O -3.820 0.106 0.046
6 O -0.002 -0.460 2.388
7 N 1.191 -0.289 4.265
8 N -1.191 -0.287 4.266
9 C 0.004 -1.966 -2.111
10 C -0.002 1.659 1.603
11 C 0.000 -0.285 3.669
12 C -2.679 0.065 -0.052
13 C 0.001 -0.729 -2.679
14 C 2.678 0.076 -0.052
15 C -0.005 2.069 -1.033
16 H 0.936 -2.460 -1.763
17 H -0.926 -2.464 -1.764
18 H -0.925 -0.163 -2.884
19 H 1.373 -0.245 5.248
20 H -1.952 -0.135 3.618
21 H -1.371 -0.240 5.250
22 H 0.925 -0.159 -2.884
23 H 1.952 -0.143 3.616

These are the Löwdin partial charges, in e, on atoms 1 to 8: atom 1 (Pr): 1.28, atom 2 (O): 0.23, atom 3 (O): 0.26, atom 4 (O): 0.23, atom 5 (O): 0.23, atom 6 (O): -0.28, atom 7 (N): 0.28, atom 8 (N): 0.28

***

# 5
C7H8N2OS | the ωB97M-V functional and the def2-TZVPD basis

Output
spin multiplicity: 1
energy relative to the best compared isomer or geometry (same formula, charge and spin): 48.5 kcal/mol
E_HOMO: -8.06 eV

Positions of all 19 atoms, in Å:
1 S 2.599 1.367 -1.343
2 O 0.992 1.552 -0.668
3 N 2.758 1.020 -2.767
4 N 2.624 -0.243 -0.763
5 C 1.058 -1.863 0.379
6 C -0.708 0.423 0.606
7 C -1.626 1.627 0.656
8 C -0.241 -1.916 0.922
9 C 0.558 0.469 0.008
10 C 1.425 -0.644 -0.158
11 C -1.121 -0.863 0.983
12 H 3.000 -0.855 -1.426
13 H -2.094 -0.898 1.646
14 H 1.645 -2.692 0.524
15 H -1.143 2.509 0.873
16 H 3.089 1.739 -3.365
17 H -2.008 1.950 -0.370
18 H -0.485 -2.814 1.426
19 H -2.502 1.466 1.302

These are the Löwdin partial charges, in e, on atoms 1 to 8: atom 1 (S): 0.99, atom 2 (O): -0.25, atom 3 (N): -0.29, atom 4 (N): -0.13, atom 5 (C): -0.01, atom 6 (C): -0.20, atom 7 (C): -0.04, atom 8 (C): -0.11

***

# 6
C7H8N2OS | the ωB97M-V functional and the def2-TZVPD basis

Output
spin multiplicity: 1
energy relative to the best compared isomer or geometry (same formula, charge and spin): 177.6 kcal/mol
E_HOMO: -8.08 eV

Positions of all 19 atoms, in Å:
1 S 2.329 -1.856 -0.497
2 O -1.545 -1.335 0.434
3 N -1.012 0.122 -2.234
4 N 2.494 -1.363 -1.964
5 C -0.438 0.581 -1.221
6 C 0.780 -2.055 0.035
7 C -0.553 -2.252 0.015
8 C -0.355 0.932 0.037
9 C -0.939 -0.137 1.010
10 C 0.169 2.644 1.781
11 C 0.126 2.211 0.533
12 H -1.600 0.365 1.770
13 H -0.297 2.114 2.559
14 H -1.053 -0.764 -2.712
15 H 0.543 2.470 -0.546
16 H 1.637 -1.595 -2.504
17 H 0.057 -0.483 1.657
18 H -1.053 -3.159 -0.237
19 H 0.710 3.561 2.084

These are the Löwdin partial charges, in e, on atoms 1 to 8: atom 1 (S): 0.86, atom 2 (O): -0.10, atom 3 (N): 0.20, atom 4 (N): -0.41, atom 5 (C): -0.12, atom 6 (C): -0.37, atom 7 (C): -0.19, atom 8 (C): -0.28

***

| no. | E_tot (eV) |
| --- | --- |
| 1 | -12414.152 |
| 2 | -14455.271 |
| 3 | -29385.510 |
| 4 | -34644.302 |
| 5 | -23249.417 |
| 6 | -23243.817 |